66
Properties=species:S:1:pos:R:3:forces:R:3 method="wB97M-V/def2-TZVPD" lumo_energy_ev=-5.04 max_force_ev_per_a=0.7 relative_energy_ev=0.000 energy_ha=-6847.80442 charge=+1
Pd -0.18116 0.24079 -1.59173 -0.111 0.107 -0.083
S 1.01710 -1.61493 -2.17667 -0.259 0.274 -0.484
C 1.78080 -1.97806 -0.65211 0.457 0.205 -0.040
C 3.15382 -1.74128 -0.52061 0.067 -0.034 0.129
C 3.81602 -2.10746 0.63903 -0.201 -0.004 -0.041
C 3.09926 -2.71071 1.66898 -0.161 0.035 -0.098
C 1.73255 -2.94697 1.53224 0.261 -0.119 0.052
C 1.06130 -2.58109 0.37466 -0.144 -0.357 0.139
As -0.85109 -2.83402 0.04292 -0.062 -0.200 -0.058
C -1.33944 -1.10277 0.82300 0.176 0.021 0.093
C -0.50211 -0.41220 1.72455 0.104 0.406 -0.039
C -1.00635 0.64622 2.49099 0.070 -0.053 -0.253
C -2.34422 1.01569 2.35984 0.144 -0.021 -0.031
C -3.15356 0.36249 1.45138 -0.056 -0.072 -0.076
C -2.65212 -0.69173 0.68589 -0.271 0.157 -0.114
C -1.39039 -3.92438 1.55936 0.184 0.042 0.173
C -1.47724 -3.47755 2.87635 -0.018 0.015 0.011
C -1.82748 -4.35495 3.89063 -0.026 -0.026 -0.019
C -2.10340 -5.68395 3.59505 0.008 0.024 0.032
C -2.04108 -6.12996 2.28502 -0.021 0.005 -0.041
C -1.68698 -5.25222 1.26891 0.016 -0.032 0.024
H 3.69122 -1.28642 -1.34193 0.011 0.037 -0.011
H 4.87735 -1.92709 0.74021 0.009 -0.019 -0.001
H 3.60350 -3.00202 2.58052 0.006 -0.017 0.013
H 1.19498 -3.43660 2.33130 -0.062 -0.034 0.096
H 0.49661 -0.78785 1.92316 -0.049 0.096 -0.008
H -0.37370 1.12468 3.22755 0.015 0.007 -0.005
H -2.75652 1.78939 2.98795 -0.025 0.115 0.052
H -4.19383 0.64287 1.35650 -0.023 0.010 -0.007
H -3.31624 -1.22793 0.01338 0.045 0.062 0.030
H -1.28095 -2.43929 3.12005 0.021 -0.044 0.010
H -1.88955 -4.00273 4.91119 -0.004 0.010 0.030
H -2.37260 -6.36888 4.38746 -0.022 -0.007 0.011
H -2.27849 -7.15807 2.04993 0.021 -0.038 -0.005
H -1.64384 -5.60485 0.24474 0.001 -0.008 -0.001
C 1.92317 4.74823 0.50878 0.111 -0.152 -0.018
Si 0.33798 3.76809 0.52597 -0.332 -0.063 -0.219
C -0.89697 4.29799 -0.77484 0.043 -0.009 0.045
C -0.46365 3.99298 2.18753 0.029 -0.247 0.150
As 1.05987 1.46020 0.14474 -0.001 0.046 0.663
Si 1.00165 1.50293 -3.30984 0.323 -0.392 -0.065
C -0.28298 2.53188 -4.15918 -0.194 -0.003 0.160
C 1.85239 0.36559 -4.48862 -0.001 0.018 -0.195
C 2.32134 2.53987 -2.51562 0.039 -0.198 0.168
H 1.70723 5.74686 0.89285 -0.016 0.044 -0.005
H 2.36738 4.85625 -0.47649 0.040 0.058 -0.092
H 2.66908 4.29116 1.16000 0.010 0.028 0.056
H -1.44382 5.17214 -0.41650 -0.011 0.054 0.005
H -1.62430 3.50568 -0.95734 -0.054 -0.014 0.010
H -0.44151 4.56854 -1.72431 0.089 -0.019 -0.125
H -0.56213 5.06922 2.34304 0.007 0.053 -0.005
H 0.12197 3.58841 3.01292 0.005 0.012 0.022
H -1.46049 3.55808 2.21254 -0.016 0.013 0.015
H -0.64959 2.00305 -5.03714 -0.017 0.008 -0.026
H 0.21231 3.45261 -4.47589 0.002 0.045 -0.045
H -1.13855 2.80191 -3.54579 -0.046 0.071 0.046
H 1.18613 -0.37428 -4.92637 0.003 -0.033 -0.024
H 2.68470 -0.14912 -4.01654 0.050 0.000 -0.021
H 2.24238 0.99300 -5.29745 -0.010 0.011 -0.041
H 1.93757 3.37220 -1.94216 -0.119 0.286 0.131
H 2.91153 2.95320 -3.33855 0.078 0.051 0.022
H 3.00846 1.95891 -1.89278 0.043 -0.017 -0.031
F -2.45855 0.65253 -2.75677 -0.016 -0.170 -0.119
C -1.55688 -0.35860 -2.94099 0.052 -0.216 0.100
F -1.26229 -0.40319 -4.24974 -0.155 -0.109 0.253
F -2.16561 -1.50247 -2.60513 -0.039 0.305 -0.293